No. 1
{
  "formula": "C34H34ClLaN14O4S4",
  "method": "the ωB97M-V functional and the def2-TZVPD basis",
  "total_charge": -2,
  "de_lowest_ev": 0.268,
  "symbols": ["La", "Cl", "S", "S", "S", "S", "O", "O", "O", "O", "N", "N", "N", "N", "N", "N", "N", "N", "N", "N", "N", "N", "N", "N", "C", "C", "C", "C", "C", "C", "C", "C", "C", "C", "C", "C", "C", "C", "C", "C", "C", "C", "C", "C", "C", "C", "C", "C", "C", "C", "C", "C", "C", "C", "C", "C", "C", "C", "H", "H", "H", "H", "H", "H", "H", "H", "H", "H", "H", "H", "H", "H", "H", "H", "H", "H", "H", "H", "H", "H", "H", "H", "H", "H", "H", "H", "H", "H", "H", "H", "H", "H"],
  "coordinates": [[-0.701, 0.640, 0.238], [1.745, -0.273, 1.278], [1.331, 3.098, -1.726], [-0.482, -3.372, 2.441], [-1.560, -0.080, 3.206], [-2.987, 2.688, -1.879], [0.838, 2.282, -2.806], [-2.105, -1.395, 0.149], [1.041, 4.512, -1.764], [-2.315, -3.905, -0.380], [0.576, 2.412, 1.899], [0.754, -1.331, -1.521], [-0.061, 0.635, 5.516], [-3.959, -0.275, 1.008], [-2.666, 0.250, -3.058], [0.839, 2.390, -0.372], [2.336, 3.697, 0.944], [-4.756, 1.058, -3.031], [-3.227, 0.899, 0.911], [0.308, -5.028, 0.536], [-1.945, 3.332, 0.834], [2.002, -4.181, 1.881], [7.224, 2.357, -2.147], [-1.460, 0.062, -2.431], [4.982, 1.445, -1.919], [0.635, -4.232, 1.592], [-5.211, -2.728, 1.536], [1.810, -2.060, -1.155], [2.877, -2.334, -1.995], [-3.307, 5.604, 1.657], [3.924, 4.012, -1.814], [2.630, -5.416, 2.333], [-0.541, -0.276, -3.241], [-4.140, -5.062, 0.503], [-3.809, 1.910, 1.393], [-5.336, -5.098, 1.194], [3.086, 2.910, -1.772], [5.833, 2.544, -1.980], [-0.658, 0.344, 4.557], [1.004, 2.737, 3.109], [-3.436, 1.235, -2.655], [-2.061, 5.708, 1.065], [5.295, 3.828, -1.923], [-3.467, -3.854, 0.319], [-1.417, 4.543, 0.671], [2.862, -1.796, -3.274], [1.218, -5.453, -0.511], [1.762, -1.064, -3.677], [-3.170, 3.239, 1.356], [1.289, 2.870, 0.855], [-3.875, 4.349, 1.796], [2.730, 4.021, 2.172], [0.715, -0.878, -2.778], [-3.299, -1.342, 0.635], [2.107, 3.553, 3.309], [-5.880, -3.929, 1.718], [3.613, 1.626, -1.816], [-4.008, -2.656, 0.838], [-3.695, -5.964, 0.098], [3.488, 5.002, -1.747], [2.151, -5.812, 3.236], [-0.671, -4.941, 0.291], [-4.905, 0.329, -3.711], [3.696, -1.947, -3.950], [2.448, 3.805, 4.304], [-4.862, 4.218, 2.224], [-1.584, 6.666, 0.904], [-5.601, -1.802, 1.939], [-5.277, 1.909, -3.147], [-5.848, -6.046, 1.329], [7.774, 3.125, -1.799], [2.154, -3.399, 2.506], [3.680, -5.222, 2.549], [-3.838, 6.488, 1.990], [5.395, 0.440, -1.941], [1.696, -0.625, -4.665], [2.583, -6.184, 1.561], [1.389, -6.534, -0.495], [1.806, -2.417, -0.137], [0.448, 2.333, 3.945], [-0.451, 4.592, 0.182], [2.951, 0.768, -1.747], [3.589, 4.686, 2.236], [2.173, -4.950, -0.392], [0.809, -5.184, -1.486], [-6.814, -3.956, 2.267], [3.701, -2.941, -1.640], [7.556, 1.482, -1.773], [5.959, 4.687, -1.952], [-4.799, 1.801, 1.827], [-0.712, -0.194, -4.311], [-1.921, -2.986, -0.317]],
  "forces_ev_per_angstrom": [[-0.687, -0.668, 0.363], [0.404, -0.273, 0.250], [-0.115, -0.174, 0.083], [0.173, -0.073, 0.114], [-0.004, 0.157, 0.585], [0.107, -0.390, -0.011], [-0.057, -0.049, -0.091], [-0.502, -0.005, 0.100], [0.129, 0.051, 0.101], [0.202, 0.346, -0.047], [0.345, 0.108, -0.098], [0.127, -0.026, -0.044], [-0.162, -0.021, -0.179], [-0.122, 0.040, 0.077], [-0.101, -0.144, 0.458], [1.106, 1.666, 0.193], [0.002, 0.017, 0.048], [-0.135, 0.224, 0.059], [-0.183, -1.026, -0.215], [-0.030, 0.020, 0.101], [0.136, -0.055, 0.009], [-0.020, 0.101, -0.060], [-0.120, 0.044, -0.062], [-0.461, 0.480, -0.312], [-0.064, -0.072, 0.024], [0.002, -0.187, -0.224], [0.010, 0.027, 0.024], [-0.061, 0.104, 0.077], [0.003, -0.048, -0.066], [-0.102, -0.044, 0.034], [-0.005, -0.114, -0.030], [-0.015, 0.084, -0.018], [0.516, -0.221, 0.027], [-0.047, 0.053, 0.048], [0.041, 0.658, 0.161], [-0.056, 0.037, 0.026], [0.270, -0.009, -0.113], [0.108, 0.035, -0.007], [0.049, -0.194, -0.183], [-0.295, -0.083, -0.014], [0.209, 0.019, -0.276], [0.040, -0.003, -0.021], [0.029, 0.036, 0.013], [-0.172, 0.116, 0.094], [-0.029, -0.161, 0.040], [0.022, 0.035, -0.058], [-0.133, 0.060, 0.067], [0.185, -0.030, -0.119], [-0.141, -0.398, -0.066], [0.021, 0.096, -0.652], [-0.115, 0.198, 0.086], [-0.007, -0.012, -0.156], [-0.456, 0.119, -0.131], [0.122, -0.296, 0.103], [0.015, 0.041, 0.060], [0.049, -0.006, -0.035], [-0.023, 0.017, 0.065], [0.232, -0.069, -0.344], [-0.010, 0.046, 0.000], [0.035, -0.068, -0.008], [-0.004, -0.029, 0.044], [-0.035, -0.040, -0.055], [0.013, -0.020, -0.017], [-0.005, -0.008, 0.002], [-0.018, -0.014, -0.045], [0.029, 0.023, -0.011], [-0.015, -0.030, -0.001], [0.008, -0.042, -0.031], [-0.020, 0.000, -0.037], [0.015, 0.024, 0.010], [0.009, 0.021, 0.051], [0.022, -0.047, 0.096], [0.005, 0.012, 0.004], [-0.013, 0.011, 0.005], [-0.034, 0.051, -0.007], [0.011, -0.039, 0.060], [-0.011, 0.020, -0.012], [-0.017, -0.023, 0.025], [0.004, 0.011, 0.070], [-0.009, -0.031, 0.013], [-0.028, -0.023, 0.025], [0.059, 0.084, 0.005], [-0.024, -0.010, -0.022], [0.078, 0.070, -0.010], [-0.007, 0.009, 0.005], [0.025, 0.006, -0.001], [-0.034, 0.041, -0.007], [-0.015, -0.020, 0.044], [-0.026, -0.026, -0.021], [-0.069, 0.077, 0.020], [0.012, -0.121, -0.067], [-0.166, -0.054, 0.014]],
  "lowdin_charge": [1.6791, -0.1244, 0.5594, 0.6866, 0.4331, 0.5508, -0.3182, -0.2877, -0.3209, -0.0035, -0.0155, 0.0671, -0.0191, 0.0545, -0.0497, -0.3161, 0.1417, 0.0219, -0.1518, -0.0400, 0.0296, -0.0893, 0.0672, -0.0805, -0.0299, -0.9088, -0.0334, -0.2190, -0.0777, -0.0823, -0.0657, -0.1065, -0.1440, -0.0324, -0.1446, -0.1150, -0.2916, -0.3323, -0.9418, -0.1189, -0.9590, -0.0575, -0.0472, -0.2760, -0.1322, -0.0887, -0.1007, -0.0411, -0.3020, -0.5646, -0.0325, -0.1379, -0.2845, -0.4737, -0.0556, -0.1139, -0.0399, -0.0604, 0.1068, 0.1083, 0.0803, 0.0804, 0.0660, 0.0986, 0.0913, 0.1054, 0.0984, 0.1037, 0.0444, 0.0885, 0.0696, 0.0910, 0.0760, 0.0951, 0.1060, 0.1121, 0.0584, 0.0678, 0.0293, 0.0641, 0.0865, 0.0958, 0.0987, 0.0621, 0.0847, 0.0848, 0.0974, 0.0726, 0.0992, 0.1222, 0.1181, 0.0731]
}



No. 2
{
  "formula": "C34H34F2IN6O12PSi",
  "method": "the ωB97M-V functional and the def2-TZVPD basis",
  "smiles": "NP(O)[Si@@](I)(CCF)CC(=O)F.O=[N+]([O-])c1ccccc1.O=[N+]([O-])c1ccccc1.O=[N+]([O-])c1ccccc1.O=[N+]([O-])c1ccccc1.O=[N+]([O-])c1ccccc1",
  "symbols": ["I", "P", "Si", "F", "F", "O", "O", "O", "O", "O", "O", "O", "O", "O", "O", "O", "O", "N", "N", "N", "N", "N", "N", "C", "C", "C", "C", "C", "C", "C", "C", "C", "C", "C", "C", "C", "C", "C", "C", "C", "C", "C", "C", "C", "C", "C", "C", "C", "C", "C", "C", "C", "C", "C", "C", "C", "C", "H", "H", "H", "H", "H", "H", "H", "H", "H", "H", "H", "H", "H", "H", "H", "H", "H", "H", "H", "H", "H", "H", "H", "H", "H", "H", "H", "H", "H", "H", "H", "H", "H", "H"],
  "coordinates": [[1.639, -1.171, -1.016], [3.366, -1.450, 2.469], [1.541, -0.689, 1.447], [0.876, 3.224, 3.032], [-1.331, -2.275, 0.299], [2.646, -1.650, -4.242], [6.032, -0.212, 4.758], [5.536, 1.548, -0.342], [-2.921, -5.061, -3.834], [-4.250, -0.540, 2.453], [7.210, -0.337, 6.568], [3.032, -3.023, 3.113], [-4.130, -4.942, -5.625], [2.225, -0.122, -5.715], [6.610, 3.424, -0.431], [1.027, 1.183, 4.047], [-4.260, -0.726, 0.290], [-4.416, -0.087, 1.325], [1.973, -1.174, -5.144], [5.661, 2.709, -0.711], [4.614, -1.529, 1.211], [-3.929, -4.724, -4.438], [6.212, 0.002, 5.947], [-1.107, -2.150, -7.032], [3.491, 2.501, -1.869], [4.720, 4.584, -2.016], [-5.670, 3.943, 0.984], [4.000, 1.099, 6.013], [3.197, 2.104, 8.051], [2.495, 3.035, -2.678], [-4.962, -4.004, -3.691], [5.345, 1.012, 8.028], [0.453, -3.106, -4.926], [-4.752, -3.703, -2.346], [1.138, 1.807, 2.988], [0.007, -1.429, -6.618], [5.163, 0.716, 6.678], [-5.725, -2.998, -1.646], [0.785, -1.916, -5.569], [-7.104, -2.918, -3.626], [-6.136, -3.620, -4.335], [4.357, 1.711, 8.712], [2.612, 4.336, -3.160], [1.592, 1.231, 1.581], [-6.896, -2.605, -2.285], [0.026, -1.504, 2.293], [-1.441, -3.344, -6.397], [-5.423, 3.399, 2.241], [-5.493, 3.174, -0.162], [3.016, 1.796, 6.706], [-0.665, -3.820, -5.344], [-1.344, -1.392, 1.440], [3.721, 5.110, -2.828], [-5.004, 2.078, 2.357], [-4.835, 1.311, 1.207], [-5.072, 1.853, -0.055], [4.600, 3.278, -1.546], [-0.154, -1.156, 3.366], [2.245, -2.967, 3.711], [2.108, 2.101, 6.196], [4.492, 1.953, 9.761], [-0.930, -4.748, -4.852], [-1.716, -1.784, -7.851], [1.051, -3.489, -4.106], [0.255, -2.636, 2.345], [3.849, 0.867, 4.963], [2.429, 2.655, 8.587], [1.837, 4.748, -3.798], [4.863, -0.533, 1.027], [-5.686, 3.603, -1.139], [3.390, 1.486, -1.503], [-7.651, -2.050, -1.737], [-2.308, -3.907, -6.726], [-3.843, -4.004, -1.836], [5.447, -1.910, 1.696], [2.704, 1.530, 1.455], [3.806, 6.124, -3.205], [1.628, 2.437, -2.938], [5.578, 5.197, -1.765], [-5.568, -2.753, -0.601], [-6.308, -3.855, -5.380], [-6.004, 4.973, 0.897], [0.256, -0.500, -7.120], [6.245, 0.712, 8.554], [-4.937, 1.263, -0.956], [-1.599, -0.319, 1.155], [-2.174, -1.752, 2.144], [-4.817, 1.665, 3.342], [-8.021, -2.611, -4.118], [-5.560, 4.005, 3.130], [1.040, 1.707, 0.689]],
  "forces_ev_per_angstrom": [[-0.113, 0.293, 0.588], [0.662, 0.335, 1.766], [-0.712, -0.512, -0.527], [0.542, -2.686, -0.488], [0.119, 1.536, 1.613], [-0.269, 0.257, -0.382], [0.067, 0.112, 0.526], [-0.026, 0.466, -0.062], [-0.634, 0.067, -0.261], [-0.152, 0.299, -0.756], [-0.476, 0.152, -0.247], [-0.350, 0.983, -1.113], [0.068, 0.053, 0.502], [-0.116, -0.444, 0.284], [-0.495, -0.387, -0.146], [0.378, 2.322, -4.004], [-0.104, 0.383, 0.744], [0.115, -0.624, 0.059], [0.395, 0.271, 0.141], [0.473, -0.097, 0.331], [-0.228, -0.440, 0.990], [0.299, -0.266, -0.106], [0.466, -0.315, -0.312], [0.154, -0.097, 0.252], [-0.009, -0.078, 0.052], [0.090, 0.092, 0.000], [0.011, -0.033, 0.008], [-0.016, 0.015, -0.123], [0.047, -0.035, -0.032], [0.145, 0.195, 0.038], [-0.576, 0.453, 0.457], [0.081, -0.011, 0.073], [0.054, -0.021, 0.061], [0.113, -0.033, 0.042], [-0.197, -0.882, 2.248], [-0.013, 0.100, -0.091], [-0.628, 0.447, 0.426], [-0.122, -0.042, -0.182], [-0.668, -0.426, -0.243], [0.210, -0.043, 0.146], [-0.053, 0.004, -0.131], [-0.072, -0.040, -0.239], [0.030, -0.026, 0.039], [0.281, 1.530, 0.212], [0.056, -0.039, -0.040], [-0.893, -0.985, -0.654], [0.024, 0.045, -0.059], [0.018, -0.110, -0.242], [0.035, -0.066, 0.250], [0.163, -0.003, 0.196], [0.164, 0.164, -0.160], [-0.198, -0.616, 1.505], [-0.054, -0.252, 0.080], [0.008, -0.016, 0.130], [-0.225, 0.790, -0.071], [-0.003, -0.048, -0.117], [-0.616, 0.334, -0.511], [0.235, -0.245, -1.511], [1.023, 0.163, -0.683], [0.127, -0.094, -0.008], [0.030, -0.057, -0.124], [0.087, 0.162, -0.089], [0.102, -0.005, 0.089], [0.041, 0.207, -0.137], [-0.319, 1.649, -0.071], [0.182, -0.118, 0.128], [0.084, -0.069, -0.061], [0.091, -0.049, 0.074], [-0.306, -0.826, 0.069], [0.043, -0.096, 0.099], [0.163, 0.053, -0.006], [0.080, -0.075, -0.056], [0.134, 0.046, 0.054], [-0.052, -0.003, -0.228], [-0.428, 0.301, -0.395], [-1.650, -0.300, 0.226], [0.035, -0.117, 0.073], [0.141, -0.006, 0.049], [-0.039, -0.248, 0.062], [0.066, -0.046, -0.158], [0.208, -0.054, 0.144], [0.050, -0.121, 0.011], [0.144, -0.119, 0.189], [-0.053, -0.037, -0.257], [0.034, -0.083, 0.240], [0.521, -1.461, -0.146], [1.070, 0.437, -1.327], [0.014, -0.119, -0.229], [0.123, -0.065, 0.011], [0.036, -0.114, -0.079], [0.732, -0.519, 1.586]],
  "lowdin_charge": [0.5441, 0.7004, 0.0688, 0.0007, -0.1426, -0.0014, 0.0493, 0.0534, 0.0667, 0.0628, 0.0709, -0.3800, 0.0615, 0.0647, 0.0832, 0.0637, 0.0623, -0.3309, -0.3462, -0.3406, -0.2269, -0.3252, -0.3467, -0.0647, -0.0100, -0.0017, -0.0691, 0.0016, -0.0724, -0.0597, -0.1391, -0.0048, 0.0078, 0.0131, -0.3619, -0.0070, -0.1422, -0.0628, -0.1479, -0.0695, -0.0038, -0.0718, -0.0698, -0.2436, -0.0692, -0.2997, -0.0664, -0.0632, -0.0647, -0.0628, -0.0603, -0.2423, -0.0676, 0.0006, -0.1438, 0.0003, -0.1425, 0.0900, 0.0420, 0.0935, 0.1064, 0.0927, 0.1067, 0.1178, 0.0897, 0.0908, 0.1063, 0.1074, 0.0144, 0.1097, 0.0650, 0.1074, 0.0904, 0.1236, 0.0339, 0.1009, 0.1077, 0.1074, 0.1192, 0.0961, 0.1182, 0.1093, 0.1162, 0.1179, 0.1202, 0.1129, 0.1072, 0.1201, 0.1071, 0.1102, 0.0910]
}



Short version: frontier orbital gap = 6.2; 6.4 eV, in the order given.